Record 1
3 unconnected molecules or ions with the total composition C5H14O2 in a non-equilibrium geometry. Source: OMol25; level of theory: ωB97M-V with the def2-TZVPD basis set.

Results
<S²>: 0.753
HOMO level (spin up / spin down) (eV): -14.50 / -14.49
HOMO-LUMO gap (spin up / spin down) (eV): 9.66 / 6.17
Spin multiplicity: 2
Charge: +1

Each line ends with the natural charge from an NBO analysis.
Element x y z (Å)
O -2.206 1.137 -2.377  -0.96
O -0.043 1.634 -1.500  -0.92
C -0.357 1.568 1.843  -0.74
C 0.519 -2.080 0.591  -0.46
C 1.527 -1.956 -0.575  -0.61
C 0.344 0.482 1.065  0.11
C -0.201 -0.753 0.825  0.12
H 0.379 2.395 2.149  0.27
H -1.406 2.001 1.550  0.32
H -0.356 -2.818 0.315  0.24
H -1.347 1.422 -2.904  0.49
H -1.114 -1.155 1.253  0.24
H 1.301 0.774 0.884  0.21
H -2.265 0.235 -2.731  0.48
H 2.257 -1.134 -0.171  0.20
H -0.901 1.963 -1.188  0.51
H 2.135 -2.894 -0.801  0.26
H 0.942 -2.330 1.489  0.27
H 0.658 2.002 -1.047  0.47
H -0.741 1.148 2.753  0.29
H 0.874 -1.642 -1.424  0.23



Record 2
4 unconnected molecules or ions with the total composition C5H14O3 in a non-equilibrium geometry. Source: OMol25; level of theory: ωB97M-V with the def2-TZVPD basis set.

Results
SMILES string: C=C/C=C/C.O.O.O
HOMO level (eV): -8.97
HOMO-LUMO gap (eV): 9.62
Charge: 0

Each line ends with the natural charge from an NBO analysis.
Element x y z (Å)
O 0.190 -2.987 0.937  -0.94
O -1.812 1.134 -2.917  -0.94
O 1.748 -0.289 3.063  -0.95
C 0.426 -1.501 -1.997  -0.35
C 0.456 -0.288 -1.447  -0.28
C -0.292 0.189 -0.235  -0.24
C -0.911 1.857 1.567  -0.65
C -0.070 1.359 0.354  -0.18
H -0.954 0.642 -2.626  0.48
H 1.157 0.450 -1.753  0.20
H -0.046 -2.373 -1.565  0.22
H 0.739 -2.333 1.363  0.48
H 0.819 -3.721 0.803  0.47
H 0.769 -1.689 -3.018  0.20
H -1.402 1.858 -3.416  0.46
H -1.614 2.548 1.062  0.23
H -1.408 1.126 2.115  0.21
H 0.906 0.021 3.214  0.47
H -0.327 2.478 2.295  0.21
H 2.120 0.018 2.245  0.48
H 0.595 2.079 -0.188  0.20
H -1.090 -0.579 0.143  0.22



Record 3
2 unconnected molecules or ions with the total composition C5H14OS in a non-equilibrium geometry. Source: OMol25; level of theory: ωB97M-V with the def2-TZVPD basis set.

Results
SMILES string: CCCCSC.O
HOMO level (eV): -8.51
HOMO-LUMO gap (eV): 9.16
Charge: 0

Each line ends with the natural charge from an NBO analysis.
Element x y z (Å)
S -1.380 0.381 1.597  0.18
O 4.087 0.892 1.852  -0.93
C -0.656 -0.945 -1.346  -0.41
C -2.351 1.591 0.655  -0.74
C 0.059 -2.256 -1.048  -0.62
C 0.036 0.289 -0.843  -0.42
C 0.144 0.366 0.666  -0.55
H -1.702 -1.006 -1.040  0.21
H -0.744 -0.860 -2.433  0.20
H -0.039 -2.672 -0.050  0.21
H 3.533 1.503 2.327  0.47
H 0.781 1.204 0.961  0.21
H 1.067 -2.193 -1.465  0.21
H -2.380 1.316 -0.390  0.22
H -0.325 1.239 -1.260  0.21
H -3.341 1.682 1.085  0.23
H 1.049 0.395 -1.236  0.21
H -0.314 -3.024 -1.746  0.21
H 0.731 -0.503 0.989  0.22
H -1.870 2.546 0.812  0.21
H 3.615 0.055 1.913  0.47



Record 4
A single C5H14OSi2 molecule in a non-equilibrium geometry. Source: OMol25; level of theory: ωB97M-V with the def2-TZVPD basis set.

Results
<S²>: 2.017
HOMO level (spin up / spin down) (eV): -5.37 / -9.99
HOMO-LUMO gap (spin up / spin down) (eV): 6.14 / 7.00
Spin multiplicity: 3
Charge: 0

Each line ends with the natural charge from an NBO analysis.
Element x y z (Å)
Si -0.259 -0.427 -1.220  1.27
Si -0.185 0.936 1.997  1.53
O -1.165 1.753 1.099  -0.82
C -0.440 -1.674 0.082  -0.92
C -1.773 0.621 -1.522  -1.17
C 1.678 1.072 1.479  -1.06
C 1.075 -0.137 -2.428  -1.14
C -0.299 -1.047 1.540  -0.65
H -0.647 0.771 3.469  -0.18
H -1.346 -2.116 -0.179  0.24
H 1.835 0.696 0.439  0.25
H 0.658 -0.204 -3.545  0.24
H 0.616 -1.520 1.860  0.23
H 0.259 -2.563 0.069  0.25
H 1.458 0.817 -2.359  0.23
H 2.040 2.040 1.669  0.23
H -1.794 1.423 -0.693  0.29
H -1.929 1.182 -2.363  0.24
H 1.964 -0.842 -2.338  0.25
H 2.188 0.385 2.201  0.23
H -2.844 0.226 -1.386  0.24
H -1.092 -1.393 2.132  0.22



Record 5
A single C5H14P2 molecule in a non-equilibrium geometry. Source: OMol25; level of theory: ωB97M-V with the def2-TZVPD basis set.

Results
SMILES string: C=P(C)(C)P(C)C
HOMO level (eV): -7.22
HOMO-LUMO gap (eV): 7.80
Charge: 0

Each line ends with the natural charge from an NBO analysis.
Element x y z (Å)
P -0.834 0.377 0.080  1.02
P 1.404 0.415 0.785  0.51
C 1.895 -1.331 0.243  -0.90
C -2.009 1.194 -1.288  -0.93
C 2.022 1.223 -0.753  -0.92
C -1.611 0.753 1.682  -0.95
C -1.080 -1.427 -0.135  -0.98
H -1.667 2.214 -1.487  0.19
H 1.923 -1.946 1.118  0.22
H -2.149 -1.485 -0.096  0.25
H -2.568 0.354 1.817  0.24
H -1.796 0.430 -1.991  0.17
H 1.611 2.217 -0.797  0.23
H -1.397 1.810 1.782  0.24
H -0.618 -1.859 -0.993  0.24
H -1.122 0.239 2.450  0.22
H 2.846 -1.348 -0.170  0.23
H 3.038 1.351 -0.643  0.22
H 1.689 0.750 -1.667  0.23
H -0.905 -2.171 0.625  0.25
H 1.329 -1.760 -0.561  0.22



Record 6
A molecular structure, C5H14PS in a non-equilibrium geometry. Source: OMol25; level of theory: ωB97M-V with the def2-TZVPD basis set.

Results
HOMO level (eV): -12.92
HOMO-LUMO gap (eV): 8.05
Charge: +1

Each line ends with the natural charge from an NBO analysis.
Element x y z (Å)
S 3.345 -0.403 -0.738  -0.35
P 0.063 0.289 0.916  1.03
C -0.982 -1.584 0.039  -0.44
C -1.134 0.360 2.350  -0.98
C 0.241 -1.755 -0.457  -0.22
C -0.763 1.357 -0.342  -0.79
C -0.355 1.279 -1.782  -0.63
H 0.925 -2.500 0.005  0.26
H -0.894 1.364 2.870  0.29
H 3.385 -1.114 0.380  0.14
H -0.492 2.324 -0.058  0.27
H -1.337 -2.239 0.781  0.24
H -0.807 -0.322 3.033  0.25
H 0.786 1.096 -1.866  0.23
H 4.784 -0.477 -1.008  0.21
H -0.998 0.590 -2.270  0.22
H -0.363 2.158 -2.344  0.25
H -1.830 1.467 -0.214  0.24
H 0.491 -1.052 -1.231  0.25
H -2.260 0.098 2.275  0.27
H -1.803 -0.935 -0.339  0.26



Record 7
2 unconnected molecules or ions with the total composition C5H14S in a non-equilibrium geometry. Source: OMol25; level of theory: ωB97M-V with the def2-TZVPD basis set.

Results
SMILES string: CCSC.CC
HOMO level (eV): -8.46
HOMO-LUMO gap (eV): 9.35
Charge: 0

Each line ends with the natural charge from an NBO analysis.
Element x y z (Å)
S -2.023 0.846 -0.021  0.22
C -1.671 -0.177 -1.413  -0.79
C 1.810 -1.914 1.080  -0.61
C 0.726 1.476 -0.284  -0.67
C -0.401 1.195 0.706  -0.56
C 2.952 -1.924 0.044  -0.62
H -2.680 -0.597 -1.630  0.24
H 2.460 -2.254 -0.906  0.21
H -1.142 -1.118 -1.487  0.22
H 3.338 -0.914 -0.248  0.20
H 1.656 1.809 0.147  0.23
H 1.360 -2.876 1.379  0.21
H 0.978 -1.467 0.641  0.20
H -0.196 0.508 1.481  0.22
H 3.698 -2.477 0.621  0.22
H -1.301 0.451 -2.180  0.21
H 0.556 2.208 -1.239  0.23
H 2.326 -1.434 2.039  0.20
H 1.334 0.539 -0.520  0.22
H -0.519 2.150 1.439  0.22



Record 8
A molecular structure, C5H15AsFINO in a non-equilibrium geometry. Source: OMol25; level of theory: ωB97M-V with the def2-TZVPD basis set.

Results
HOMO level (eV): -4.29
HOMO-LUMO gap (eV): 7.62
Charge: -1

Each line ends with the natural charge from an NBO analysis.
Element x y z (Å)
I -1.297 -1.645 -2.602  -0.64
As -1.019 -0.180 -0.208  1.13
F -3.794 1.797 -1.220  -0.39
O 1.663 -0.286 0.714  -0.56
N -0.977 -1.891 0.695  -1.21
C -3.029 -0.092 0.022  -0.75
C 0.983 -0.208 -0.526  -0.38
C 3.757 0.813 0.101  -0.65
C 3.047 -0.443 0.587  -0.05
C -3.481 1.333 0.059  0.04
H 3.755 0.885 -0.984  0.21
H -1.101 1.140 -1.062  -0.16
H -2.709 1.997 0.456  0.16
H 1.267 -1.047 -1.162  0.18
H -4.385 1.461 0.653  0.15
H -0.816 0.609 1.126  -0.14
H -3.483 -0.596 -0.824  0.24
H 3.408 -0.716 1.577  0.17
H -0.378 -2.549 0.216  0.36
H 3.228 1.682 0.484  0.21
H -0.609 -1.754 1.628  0.35
H 1.206 0.729 -1.047  0.16
H 4.784 0.837 0.454  0.20
H -3.287 -0.596 0.947  0.22
H 3.267 -1.280 -0.084  0.15



Record 9
2 unconnected molecules or ions with the total composition C5H15BN3O2 in a non-equilibrium geometry. Source: OMol25; level of theory: ωB97M-V with the def2-TZVPD basis set.

Results
HOMO level (eV): -13.64
HOMO-LUMO gap (eV): 9.54
Charge: +1

Each line ends with the natural charge from an NBO analysis.
Element x y z (Å)
O 1.272 1.774 -0.577  -0.96
O 1.163 3.992 0.332  -0.88
N 1.320 -0.828 0.341  -0.50
N 2.183 -2.844 0.062  -0.68
N 3.535 -0.859 -0.364  -0.81
C -3.303 -0.134 -0.197  -0.62
C 0.243 -1.294 0.876  0.37
C -0.969 -0.464 0.800  -0.50
C 2.501 -1.609 0.044  0.56
C -1.820 -0.525 -0.544  -0.35
B 1.234 2.723 0.465  0.95
H 0.214 -2.222 1.317  0.23
H -1.891 -1.620 -0.849  0.22
H 1.333 2.275 1.592  -0.12
H -1.566 -0.741 1.570  0.24
H 3.884 -0.036 0.009  0.42
H 0.894 4.582 -0.342  0.53
H -1.263 0.047 -1.222  0.21
H -0.734 0.536 0.746  0.23
H 1.114 2.096 -1.524  0.52
H 2.898 -3.487 -0.259  0.37
H -3.486 0.957 -0.059  0.21
H -3.858 -0.614 0.525  0.23
H 1.102 0.161 -0.014  0.47
H -3.863 -0.204 -1.049  0.23
H 4.374 -1.358 -0.765  0.42



Record 10
A molecular structure, C5H15N2 in a non-equilibrium geometry. Source: OMol25; level of theory: ωB97M-V with the def2-TZVPD basis set.

Results
HOMO level (eV): -13.31
HOMO-LUMO gap (eV): 5.13
Charge: +1

Each line ends with the natural charge from an NBO analysis.
Element x y z (Å)
N 1.550 -0.470 -0.508  -0.54
N -0.696 1.509 -1.571  -0.77
C -2.306 -0.712 -0.300  -0.67
C -0.209 -0.238 1.199  -0.50
C 2.645 0.361 0.124  -0.43
C -1.425 0.286 0.442  -0.04
C 0.860 -1.180 0.612  -0.24
H 3.472 -0.310 0.238  0.23
H 0.835 0.158 -0.942  0.33
H -1.087 0.968 -0.510  0.27
H -1.692 -1.187 -1.197  0.26
H 1.730 -1.431 1.459  0.25
H 0.265 1.665 -1.806  0.39
H -0.692 -0.721 2.088  0.32
H -3.224 -0.065 -0.603  0.26
H 2.876 1.030 -0.763  0.21
H -2.729 -1.355 0.550  0.29
H 0.280 -2.117 0.255  0.22
H -2.064 0.913 1.180  0.29
H 0.400 0.566 1.618  0.24
H 2.244 0.922 0.952  0.18
H -1.034 1.408 -2.517  0.41



Record 11
A gas-phase ion, C5H15N2 (charge +1) in a non-equilibrium geometry. Source: OMol25; level of theory: ωB97M-V with the def2-TZVPD basis set.

Results
SMILES string: CCC[NH2+]CCN
HOMO level (eV): -14.57
HOMO-LUMO gap (eV): 11.67
Charge: +1

Each line ends with the natural charge from an NBO analysis.
Element x y z (Å)
N 2.518 0.504 0.609  -0.85
N 0.148 -0.210 -0.237  -0.57
C -2.732 1.052 -0.889  -0.62
C 2.515 -0.941 0.244  -0.26
C 1.243 -1.287 -0.534  -0.23
C -1.073 -0.448 0.553  -0.23
C -2.009 0.807 0.533  -0.41
H -0.782 -0.592 1.632  0.23
H 0.808 0.510 0.324  0.46
H -0.004 0.241 -1.118  0.42
H 0.723 -2.228 -0.090  0.24
H 1.284 -1.346 -1.710  0.24
H -3.552 0.355 -1.196  0.23
H 2.811 1.114 -0.064  0.38
H -3.113 2.055 -1.071  0.24
H -1.879 1.074 -1.543  0.17
H -2.816 0.899 1.190  0.25
H -1.538 -1.371 0.232  0.22
H -1.356 1.664 0.682  0.20
H 2.985 0.755 1.487  0.41
H 3.430 -1.230 -0.283  0.24
H 2.389 -1.378 1.249  0.22



It is found that the electronic energy values, taken in the order of the records, are -348.959091, -424.548782, -672.309292, -852.960890, -881.481542, -938.070212, -596.989828, -2962.790171, -538.905822, -308.503144, -308.733020 a.u..